[1]
{"formula": "C4H12Si", "method": "wB97M-V/def2-TZVPD", "elements": ["C", "H", "H", "C", "C", "H", "C", "H", "H", "H", "H", "H", "Si", "H", "H", "H", "H"], "positions_angstrom": [[-0.670, 0.002, -0.054], [3.747, 0.236, 1.110], [-1.906, -1.680, -0.511], [-1.139, 1.248, -0.437], [-0.538, -0.297, 1.437], [3.283, 1.347, -0.859], [-1.151, -1.057, -1.036], [-1.004, 1.863, 0.402], [-0.486, -1.983, -1.216], [0.192, 0.351, 1.819], [-2.182, 1.328, -0.430], [-1.440, -0.425, -1.924], [2.968, 0.104, -0.042], [-0.233, -1.319, 1.760], [-1.500, 0.052, 1.940], [-0.790, 1.552, -1.344], [2.850, -1.323, -0.615]], "charge": 0, "de_lowest_kcal_mol": 110.44, "multiplicity": 1, "homo_ev": [-7.08, -7.43], "homo_lumo_gap_ev": [6.58, 8.15]}

=====

[2]
{"formula": "C14H51BrN2O24", "method": "wB97M-V/def2-TZVPD", "elements": ["H", "H", "H", "H", "H", "O", "O", "H", "C", "H", "N", "H", "C", "O", "H", "H", "C", "O", "C", "H", "N", "H", "O", "O", "O", "C", "H", "H", "O", "H", "H", "C", "H", "H", "H", "H", "O", "O", "C", "H", "O", "C", "H", "H", "H", "H", "Br", "H", "H", "H", "H", "O", "H", "H", "H", "O", "H", "H", "O", "O", "H", "H", "O", "H", "H", "O", "H", "C", "H", "H", "O", "C", "H", "H", "H", "C", "C", "C", "H", "O", "O", "H", "O", "H", "H", "O", "H", "H", "O", "O", "C", "H"], "positions_angstrom": [[-2.874, -5.434, 3.088], [4.446, 7.887, 6.087], [-3.969, -5.960, -3.607], [4.976, 8.511, 4.132], [1.227, -1.461, 2.229], [-4.871, -5.714, -3.219], [5.680, -0.546, 1.865], [-3.567, 1.340, -1.502], [1.427, -0.718, 0.289], [0.286, 2.346, 3.762], [3.693, 1.941, 1.631], [0.351, -5.149, 3.005], [-0.361, -2.188, 1.048], [-2.165, 1.338, -0.607], [1.117, -0.195, -1.815], [-1.683, -4.419, 3.575], [0.781, -1.443, 1.277], [-5.048, -1.041, -0.510], [3.657, 3.001, 2.418], [-1.346, -6.376, -3.692], [2.560, 1.156, 1.421], [-0.882, 0.605, -2.570], [-1.010, 1.221, -3.363], [0.811, -5.206, 2.105], [1.777, 5.866, 6.211], [6.127, 5.233, 3.833], [4.889, -0.277, 1.296], [-2.742, 0.610, -5.714], [4.765, 2.574, -1.222], [-4.570, -1.112, 0.379], [-5.242, -1.978, -0.839], [4.882, 3.727, 2.811], [-2.008, 0.349, -0.458], [-7.568, -3.133, -1.063], [1.008, 6.030, 5.574], [1.653, 1.333, 1.835], [-2.253, -6.334, -4.139], [0.658, 1.430, 3.546], [-2.593, -3.180, -1.680], [0.110, -5.094, 1.385], [5.571, 8.689, 3.333], [-2.284, -1.901, -2.478], [-2.900, -1.031, -2.145], [-5.849, -2.845, -2.940], [-5.147, -1.783, -3.971], [-3.647, -3.419, -1.528], [8.809, 4.338, 3.334], [3.193, 7.032, 5.467], [-2.146, -4.007, -2.293], [-2.425, 0.765, -4.114], [1.380, 1.216, 4.222], [3.982, 7.620, 5.229], [-0.445, 2.047, -3.214], [-2.115, -6.081, -5.109], [-4.878, 0.366, -1.370], [-5.153, -2.748, -3.667], [-2.599, -2.104, -3.468], [-4.930, -4.705, -3.176], [5.128, -2.225, -1.123], [3.651, -0.337, 0.088], [-0.843, -2.612, 1.895], [5.690, -1.556, -1.633], [-2.655, -4.469, 3.301], [2.731, 3.165, 2.925], [4.984, 8.972, 2.559], [-4.528, 1.215, -1.795], [-7.425, -0.895, -4.847], [-0.926, -2.287, -0.211], [-8.435, 0.386, -4.686], [5.386, -0.546, 2.834], [-1.976, -3.091, -0.406], [2.605, 0.126, 0.482], [4.432, -1.715, -0.594], [3.910, 5.255, 4.073], [-6.330, -4.178, -0.817], [6.883, 4.330, 3.124], [4.810, 4.821, 3.577], [0.782, -0.755, -0.955], [4.614, 2.145, -0.319], [-3.096, 0.415, -4.787], [6.162, 3.400, 2.496], [-2.707, 1.692, 0.170], [-0.895, -1.589, -2.442], [5.636, 3.088, -1.186], [1.846, 4.869, 6.372], [-8.336, -0.606, -4.515], [6.418, 6.028, 4.460], [-0.786, -3.685, -5.754], [-6.654, -3.413, -1.394], [-0.193, -3.167, -5.119], [-0.321, -1.550, -1.218], [-0.110, -2.220, -5.466]], "charge": 0, "multiplicity": 1, "homo_ev": -8.62, "homo_lumo_gap_ev": 7.50}